The following is a quantum chemistry calculation of a structure of composition C53H38NO8P3PtSTe, from OMol25.

**M**: 1264.55 g mol⁻¹
**Net charge**: 0
**Expectation value of S²**: 6.034
**HOMO energy (spin up / spin down)**: -6.58 / -8.15 eV
**Kohn-Sham gap (spin up / spin down)**: 6.60 / 6.23 eV
**2S+1**: 5

Atoms and positions in Å:
Pt (0.2161, -0.8519, -0.2218)
O (5.0728, 0.4084, 4.1763)
C (4.1052, 0.3877, 3.4578)
C (4.1024, -0.3537, 2.1137)
O (5.1424, -0.5085, 1.4833)
C (2.7471, -0.7216, 1.6170)
C (1.9580, -1.2510, 2.6712)
O (0.5946, -1.1256, 2.8110)
C (2.7274, -1.7004, 3.7059)
O (3.1416, -2.3309, 4.5880)
O (2.4043, -0.5695, 0.4058)
Te (-1.8304, 3.3366, 2.4372)
C (-2.7081, 4.8893, 1.3206)
C (-3.7496, 5.6295, 1.8594)
C (-4.2968, 6.6535, 1.0985)
N (-3.8897, 6.9643, -0.1282)
C (-2.8894, 6.2447, -0.6318)
C (-2.2636, 5.2094, 0.0451)
C (-1.4544, 2.0651, 0.8179)
P (0.1644, 1.3106, 0.7243)
C (0.8567, 1.2374, 2.3805)
C (0.2568, 0.2274, 3.3208)
C (0.8043, 0.3572, 4.7052)
C (2.0430, 0.7967, 4.9139)
C (2.8938, 1.3448, 3.8105)
C (2.0961, 1.6868, 2.5998)
C (1.2403, 2.4562, -0.1859)
C (1.2813, 3.8117, 0.1439)
C (2.0600, 4.6858, -0.5975)
C (2.8064, 4.2142, -1.6693)
C (2.7800, 2.8662, -1.9937)
C (2.0007, 1.9896, -1.2534)
P (-2.7760, 1.2261, 0.0431)
C (-2.4384, 1.1035, -1.7320)
C (-1.3771, 1.7687, -2.3419)
C (-1.1118, 1.5694, -3.6890)
C (-1.9175, 0.7224, -4.4367)
C (-2.9955, 0.0834, -3.8394)
C (-3.2525, 0.2660, -2.4913)
C (-4.3097, 2.1944, 0.1346)
C (-5.1584, 2.0025, 1.2211)
C (-6.3468, 2.7129, 1.3116)
C (-6.6993, 3.6019, 0.3067)
C (-5.8674, 3.7820, -0.7909)
C (-4.6763, 3.0804, -0.8773)
H (-4.1546, 5.4109, 2.8390)
H (-5.1170, 7.2427, 1.4951)
H (-2.5677, 6.5084, -1.6341)
H (-1.4605, 4.6586, -0.4279)
H (-0.8334, 0.2201, 3.2976)
H (0.2112, -0.0382, 5.5200)
H (2.4819, 0.7656, 5.9037)
H (3.4111, 2.2429, 4.1627)
H (2.6101, 2.2677, 1.8423)
H (0.7066, 4.1826, 0.9849)
H (2.0872, 5.7355, -0.3351)
H (3.4165, 4.8980, -2.2448)
H (3.3738, 2.4918, -2.8172)
H (1.9976, 0.9347, -1.4901)
H (-0.7673, 2.4582, -1.7737)
H (-0.2801, 2.0857, -4.1524)
H (-1.7068, 0.5598, -5.4858)
H (-3.6212, -0.5845, -4.4160)
H (-4.0695, -0.2695, -2.0241)
H (-4.8856, 1.2970, 1.9967)
H (-7.0022, 2.5614, 2.1592)
H (-7.6297, 4.1514, 0.3735)
H (-6.1423, 4.4750, -1.5750)
H (-4.0314, 3.2121, -1.7373)
O (-1.9911, -1.9443, 0.3256)
S (-1.9902, -2.6238, -0.9738)
O (-3.2511, -2.7501, -1.6394)
O (-0.9174, -1.9769, -1.8115)
C (-1.3577, -4.2610, -0.7079)
C (-2.2614, -5.3101, -0.6896)
C (-1.8079, -6.6052, -0.4897)
C (-0.4541, -6.8390, -0.3161)
C (0.4446, -5.7819, -0.3326)
C (0.0090, -4.4731, -0.5295)
P (1.2106, -3.0929, -0.5570)
C (2.5577, -3.6755, 0.4993)
C (3.8749, -3.3541, 0.1866)
C (4.9001, -3.7079, 1.0519)
C (4.6187, -4.4066, 2.2153)
C (3.3055, -4.7339, 2.5302)
C (2.2761, -4.3490, 1.6891)
C (1.9012, -3.1020, -2.2394)
C (2.0688, -1.9027, -2.9189)
C (2.6220, -1.8871, -4.1910)
C (3.0067, -3.0748, -4.7929)
C (2.8384, -4.2790, -4.1217)
C (2.2893, -4.2926, -2.8501)
H (-3.3101, -5.1004, -0.8487)
H (-2.5104, -7.4278, -0.4748)
H (-0.0886, -7.8464, -0.1669)
H (1.4962, -5.9828, -0.1775)
H (4.1026, -2.7962, -0.7123)
H (5.9167, -3.4217, 0.8197)
H (5.4201, -4.6813, 2.8884)
H (3.0808, -5.2587, 3.4490)
H (1.2507, -4.5726, 1.9599)
H (1.7550, -0.9743, -2.4571)
H (2.7468, -0.9463, -4.7111)
H (3.4350, -3.0643, -5.7868)
H (3.1344, -5.2088, -4.5893)
H (2.1636, -5.2367, -2.3357)

Cartesian forces (eV/Å) of the 2 atoms listed first:
0.0 -0.8 0.4
0.0 0.0 0.0